Here is C19H30BiCl2GeN2O5 as an isolated structure from the Open Molecules 2025 dataset. Energies are from ωB97M-V with the def2-TZVPD basis set.

```
60
Properties=species:S:1:pos:R:3
Bi -0.088 -0.378 0.129
C -3.874 2.813 1.295
N -2.677 3.374 0.673
C -2.744 4.770 0.252
C -1.589 2.631 0.520
O -1.529 1.448 0.894
C -0.377 3.267 -0.161
O 0.724 2.393 -0.132
C 1.679 2.679 0.869
C 2.655 1.507 0.910
O 2.335 0.436 0.384
N 3.817 1.672 1.544
C 4.255 2.907 2.177
C 4.775 0.571 1.585
H -4.673 2.733 0.557
H -4.200 3.466 2.104
H -3.650 1.828 1.691
H -3.790 5.034 0.117
H -2.240 4.928 -0.698
H -2.318 5.435 1.005
H -0.141 4.235 0.288
H -0.624 3.444 -1.211
H 1.207 2.769 1.856
H 2.183 3.618 0.633
H 3.447 3.625 2.267
H 5.072 3.359 1.612
H 4.612 2.683 3.181
H 4.276 -0.354 1.320
H 5.185 0.494 2.591
H 5.590 0.753 0.883
Cl -3.434 -7.148 -0.962
C -2.942 -5.521 -0.641
C -3.918 -4.544 -0.399
C -3.557 -3.248 -0.140
Cl -4.778 -2.064 0.158
C -2.198 -2.835 -0.106
O -1.923 -1.600 0.160
C -1.231 -3.847 -0.357
C 0.179 -3.609 -0.321
O 0.781 -2.543 -0.123
C -1.623 -5.178 -0.619
H -4.966 -4.814 -0.415
H 0.805 -4.496 -0.487
H -0.864 -5.929 -0.800
C -2.908 -0.502 3.184
Ge -1.158 -1.311 3.493
C -0.537 -0.851 5.293
C -1.232 -3.256 3.324
C 0.235 -0.590 2.290
H -3.679 -1.117 3.650
H -3.117 -0.438 2.119
H -2.953 0.493 3.629
H -1.221 -1.240 6.048
H -0.479 0.232 5.415
H 0.451 -1.273 5.480
H -1.990 -3.646 4.003
H -0.275 -3.706 3.591
H -1.493 -3.570 2.315
H 1.134 -1.208 2.372
H 0.504 0.414 2.634
```

## Properties
**Orbital gap**: 7.71 eV
**Molar mass**: 718.95 g mol⁻¹
**Charge**: +1
**E_LUMO**: -0.1037 Ha
**E_tot**: -120803.419 eV
**Energy above the lowest of the compared OMol25 structures with the same formula, charge and spin**: 5.32 kcal per mole
**2S+1**: 1
**Highest occupied orbital energy**: -10.53 eV

Here are the natural (NBO) charges for atoms 1 to 5, given in e: 1.86, -0.42, -0.38, -0.42, 0.68

=====

Here is C19H30FN4OsS as an isolated structure from the Open Molecules 2025 dataset. Energies are from ωB97M-V with the def2-TZVPD basis set.

```
56
Properties=species:S:1:pos:R:3
Os 0.245 -0.285 0.203
C 2.571 -1.447 2.594
C 1.277 -0.759 2.268
C 1.124 0.657 2.303
C 2.191 1.574 2.831
C -0.093 1.229 1.818
C -0.212 2.706 1.578
C -1.282 0.406 1.758
C -2.613 1.023 1.460
C -1.186 -0.972 2.022
C -2.429 -1.800 2.173
C 0.110 -1.581 2.064
C 0.225 -3.075 2.158
H 2.491 -1.932 3.571
H 3.419 -0.775 2.638
H 2.797 -2.225 1.867
H 2.535 2.316 2.108
H 3.043 1.044 3.242
H 1.744 2.152 3.645
H -0.755 3.164 2.409
H -0.769 2.909 0.667
H 0.753 3.194 1.495
H -3.069 1.353 2.399
H -3.290 0.308 0.999
H -2.526 1.888 0.813
H -2.845 -2.109 1.213
H -3.191 -1.220 2.691
H -2.236 -2.693 2.760
H 0.211 -3.361 3.214
H 1.151 -3.449 1.731
H -0.605 -3.578 1.671
F -0.852 0.974 -0.899
N 3.617 0.148 0.143
C 3.049 0.069 -1.053
C 3.889 -0.094 -2.185
C 3.362 -0.029 -3.433
C 1.974 0.203 -3.575
C 1.196 0.291 -2.478
N 1.673 0.142 -1.185
H 4.624 0.127 0.203
H 3.126 0.522 0.930
H 4.953 -0.204 -2.021
H 3.996 -0.116 -4.306
H 1.531 0.311 -4.555
H 0.138 0.472 -2.549
C -1.382 -4.198 -2.795
N -1.966 -2.856 -2.962
C -1.740 -1.816 -2.196
N -2.341 -0.657 -2.378
S -0.655 -2.093 -0.807
H -1.772 -4.826 -3.589
H -1.674 -4.626 -1.838
H -0.298 -4.157 -2.883
H -2.609 -2.736 -3.735
H -3.016 -0.529 -3.121
H -2.055 0.151 -1.829
```

## Properties
**Orbital gap (spin up / spin down)**: 5.51 / 5.51 eV
**Molar mass**: 555.77 g mol⁻¹
**Charge**: +3
**E_LUMO (spin up / spin down)**: -0.4589 / -0.4588 Ha
**E_tot**: -42144.937 eV
**Energy above the lowest of the compared OMol25 structures with the same formula, charge and spin**: 14.13 kcal per mole
**2S+1**: 1
**Highest occupied orbital energy (spin up / spin down)**: -17.99 / -17.99 eV

Here are the natural (NBO) charges for atoms 1 to 5, given in e: 1.05, -0.68, 0.08, 0.08, -0.70

=====

Here is C19H30N7O7PS as an isolated structure in a non-equilibrium geometry from the Open Molecules 2025 dataset. Energies are from ωB97M-V with the def2-TZVPD basis set.

```
65
Properties=species:S:1:pos:R:3
O -1.555 2.904 -6.515
O -2.533 1.344 -1.871
O 3.980 -1.533 6.896
N -0.709 -4.499 1.708
N -3.572 -4.192 4.094
N -1.868 -2.587 4.467
O 2.979 -1.850 0.732
O 1.014 -0.638 2.504
O 2.398 -2.631 5.157
O 3.196 -0.232 4.790
S 1.307 -0.622 7.198
C -1.767 3.812 -5.724
C -1.973 2.356 -2.266
C 0.257 -3.616 1.857
C -3.046 -3.153 4.753
C -2.843 -4.685 3.119
C -1.196 -3.113 3.450
C -1.627 -4.180 2.718
N -3.407 -5.715 2.459
N -1.882 3.395 -1.425
N 0.001 -2.747 2.907
N -1.679 3.676 -4.401
C -2.150 5.181 -6.235
C -1.221 4.691 -1.594
C -0.152 -0.475 -3.990
C 1.968 0.528 -3.201
C 2.954 -0.452 1.067
C 0.865 -1.704 3.448
C 2.381 -0.202 2.473
C 2.272 -2.210 3.794
C 3.132 -0.975 3.564
C 0.447 0.685 -3.192
C 0.072 2.061 -3.779
C -1.434 2.399 -3.715
P 2.838 -1.296 5.978
H 3.282 -1.982 -0.185
H 2.142 -0.829 8.235
H 1.144 -3.580 1.234
H -3.616 -2.734 5.578
H -4.411 -5.738 2.577
H -3.016 -5.838 1.532
H -2.308 3.213 -0.527
H -1.893 4.477 -3.833
H -1.515 5.936 -5.777
H -2.017 5.199 -7.316
H -3.194 5.369 -5.994
H -0.955 5.090 -0.613
H -1.899 5.395 -2.078
H -0.307 4.593 -2.181
H 0.133 -0.395 -5.039
H 0.202 -1.424 -3.589
H -1.239 -0.459 -3.910
H 2.423 1.319 -2.606
H 2.238 -0.437 -2.774
H 2.340 0.586 -4.225
H 3.970 -0.046 1.012
H 2.340 0.087 0.338
H 0.394 -1.299 4.352
H 2.435 0.871 2.685
H 2.578 -3.013 3.117
H 4.143 -1.251 3.242
H 0.113 0.620 -2.156
H 0.397 2.088 -4.821
H 0.626 2.829 -3.242
H -1.976 1.628 -4.265
```

## Properties
**Orbital gap**: 8.75 eV
**Molar mass**: 531.53 g mol⁻¹
**Charge**: 0
**E_LUMO**: 0.0049 Ha
**E_tot**: -65080.510 eV
**2S+1**: 1
**Highest occupied orbital energy**: -8.62 eV

Here are the natural (NBO) charges for atoms 1 to 5, given in e: -0.63, -0.62, -1.08, -0.44, -0.52

=====

Here is an isolated molecule of C19H30O5 in a non-equilibrium geometry from the Open Molecules 2025 dataset. Energies are from ωB97M-V with the def2-TZVPD basis set.

```
54
Properties=species:S:1:pos:R:3
C 1.109 0.726 5.159
C 0.780 0.550 3.684
C 1.751 -0.398 2.985
C 1.325 -0.669 1.539
O 0.142 -1.449 1.481
C 0.335 -2.821 1.242
C 0.553 -3.151 -0.239
O 1.876 -2.818 -0.623
C 2.036 -2.580 -2.000
C 1.383 -1.270 -2.466
O 0.111 -1.542 -3.019
C -0.710 -0.393 -3.145
C -1.186 0.084 -1.789
C -0.771 1.274 -1.193
C -1.176 1.578 0.112
C -1.952 0.674 0.788
C -2.370 -0.514 0.185
C -2.010 -0.815 -1.098
H -2.330 -1.731 -1.569
O -3.142 -1.222 1.066
C -3.113 -0.491 2.271
O -2.447 0.736 2.062
H -4.141 -0.299 2.611
H -2.573 -1.074 3.038
H -0.866 2.496 0.586
C 0.062 2.299 -1.915
H 0.576 2.923 -1.180
H 0.826 1.825 -2.533
C -0.820 3.196 -2.792
C 0.003 4.255 -3.515
H 0.527 4.888 -2.800
H -0.637 4.887 -4.124
H 0.743 3.791 -4.164
H -1.349 2.579 -3.523
H -1.569 3.678 -2.162
H -0.180 0.387 -3.699
H -1.564 -0.728 -3.742
H 2.014 -0.784 -3.226
H 1.294 -0.597 -1.604
H 3.115 -2.532 -2.155
H 1.621 -3.407 -2.591
H -0.170 -2.586 -0.832
H 0.386 -4.227 -0.403
H 1.177 -3.211 1.827
H -0.587 -3.309 1.570
H 1.090 0.280 1.043
H 2.131 -1.165 0.991
H 2.755 0.030 2.985
H 1.788 -1.347 3.527
H 0.811 1.522 3.185
H -0.231 0.159 3.574
H 0.411 1.420 5.625
H 2.116 1.119 5.283
H 1.049 -0.225 5.684
```

## Properties
**Orbital gap**: 8.75 eV
**Molar mass**: 338.44 g mol⁻¹
**Charge**: 0
**E_LUMO**: 0.0332 Ha
**E_tot**: -30425.740 eV
**SMILES string**: CCCCOCCOCCOCc1cc2c(cc1CCC)OCO2
**Energy above the lowest of the compared OMol25 structures with the same formula, charge and spin**: 2.12 kcal per mole
**2S+1**: 1
**Highest occupied orbital energy**: -7.85 eV

Here are the natural (NBO) charges for atoms 1 to 5, given in e: -0.60, -0.40, -0.42, -0.07, -0.57

=====

Here is C19H31BrClGeO9W as an isolated structure in a non-equilibrium geometry from the Open Molecules 2025 dataset. Energies are from ωB97M-V with the def2-TZVPD basis set.

```
63
Properties=species:S:1:pos:R:3
W 0.073 0.339 -0.042
C 0.901 -1.198 4.139
C 0.525 0.062 3.383
C 1.620 1.110 3.539
C -0.847 0.548 3.800
O 0.389 -0.346 1.929
Ge 1.532 -1.688 1.170
O 2.000 -0.231 -0.114
C 3.152 -0.450 -1.117
C 3.358 -1.943 -1.272
C 2.745 0.175 -2.431
C 4.338 0.243 -0.491
O -0.023 -1.729 -0.057
C -1.186 -2.685 0.173
C -2.403 -1.938 0.666
C -1.421 -3.319 -1.181
C -0.721 -3.702 1.196
H 0.848 -0.984 5.207
H 1.917 -1.530 3.922
H 0.203 -2.011 3.930
H 2.008 1.063 4.557
H 1.260 2.121 3.371
H 2.450 0.918 2.860
H -0.760 1.111 4.731
H -1.524 -0.291 3.967
H -1.287 1.203 3.055
H 2.453 -2.435 -1.632
H 3.687 -2.415 -0.347
H 4.144 -2.105 -2.010
H 1.804 -0.234 -2.791
H 3.513 -0.064 -3.167
H 2.672 1.257 -2.357
H 4.596 -0.208 0.469
H 4.131 1.302 -0.339
H 5.201 0.150 -1.152
H -2.258 -1.546 1.673
H -3.245 -2.630 0.688
H -2.671 -1.121 0.001
H -1.578 -2.553 -1.939
H -2.305 -3.957 -1.135
H -0.570 -3.933 -1.479
H -0.575 -3.247 2.178
H 0.202 -4.195 0.884
H -1.484 -4.473 1.303
O 0.209 4.193 0.023
Cl -0.182 3.089 0.853
O -0.476 3.417 2.206
O 0.931 1.989 0.828
O -1.427 1.063 0.494
Br -3.358 -0.410 -3.543
C -3.119 1.369 -3.229
C -4.176 2.234 -3.681
C -4.024 3.588 -3.703
C -2.796 4.111 -3.278
C -1.738 3.286 -2.816
C -1.887 1.910 -2.686
C -0.850 1.181 -2.073
O -0.834 -0.109 -1.758
O 0.223 1.713 -1.500
H -5.095 1.775 -4.026
H -4.819 4.238 -4.038
H -2.650 5.185 -3.274
H -0.796 3.739 -2.538
```

## Properties
**Orbital gap (spin up / spin down)**: 5.81 / 5.06 eV
**Molar mass**: 775.26 g mol⁻¹
**Charge**: +2
**E_LUMO (spin up / spin down)**: -0.2527 / -0.3852 Ha
**E_tot**: -179517.064 eV
**<S²>**: 3.7779
**2S+1**: 4
**Highest occupied orbital energy (spin up / spin down)**: -12.69 / -15.54 eV

Here are the Mulliken charges for atoms 1 to 5, given in e: 4.30, -1.93, 1.36, -1.23, -1.49

=====

Here is C19H31CoN4O10P2S as an isolated structure from the Open Molecules 2025 dataset. Energies are from ωB97M-V with the def2-TZVPD basis set.

```
68
Properties=species:S:1:pos:R:3
Co -0.084 -0.142 -0.177
C -1.925 4.529 -0.315
C -1.548 3.065 -0.138
O -2.550 2.460 0.668
P 0.025 2.888 0.764
O -0.288 3.230 2.270
O 1.040 4.042 0.411
O 0.653 1.541 0.560
P -1.360 2.236 -1.772
O 0.104 2.872 -2.125
O -2.368 2.601 -2.775
O -1.178 0.752 -1.463
H -2.033 5.008 0.659
H -2.876 4.568 -0.844
H -1.179 5.066 -0.898
H -2.378 1.498 0.762
H -1.129 2.831 2.556
H 1.399 3.898 -0.480
H 0.218 2.950 -3.080
N 0.974 -0.910 1.265
N 0.116 -1.156 2.362
C -1.086 -0.387 2.363
O -1.644 -0.192 3.422
O -1.462 -0.005 1.189
H 1.516 -1.727 1.010
H 1.610 -0.132 1.438
H 0.579 -1.157 3.260
C -1.379 -5.856 -2.647
C -2.190 -5.034 -1.653
N -1.919 -3.602 -1.731
C -2.488 -2.889 -2.876
C -1.468 -2.540 -3.957
C -1.131 -2.947 -0.844
C -0.499 -3.746 0.253
N -0.936 -1.677 -0.947
H -1.552 -6.920 -2.487
H -0.312 -5.659 -2.533
H -1.658 -5.623 -3.675
H -2.007 -5.383 -0.641
H -3.258 -5.175 -1.834
H -3.002 -1.990 -2.523
H -3.262 -3.534 -3.291
H -0.676 -1.891 -3.580
H -1.966 -2.017 -4.774
H -1.004 -3.442 -4.355
H 0.084 -4.571 -0.155
H -1.261 -4.152 0.918
H 0.142 -3.115 0.850
H -1.446 -1.230 -1.700
C 8.906 -3.198 -5.853
C 7.690 -2.732 -5.090
O 7.240 -3.307 -4.140
S 6.992 -1.229 -5.764
C 5.608 -0.996 -4.686
C 5.792 -0.472 -3.412
C 4.707 -0.296 -2.572
C 3.418 -0.635 -2.992
C 3.245 -1.149 -4.280
C 4.331 -1.331 -5.118
C 2.291 -0.467 -2.121
C 1.336 -0.343 -1.389
H 9.697 -3.427 -5.141
H 9.252 -2.460 -6.573
H 8.645 -4.117 -6.379
H 6.787 -0.208 -3.079
H 4.847 0.107 -1.578
H 2.249 -1.408 -4.613
H 4.192 -1.738 -6.111
```

## Properties
**Orbital gap**: 8.51 eV
**Molar mass**: 628.42 g mol⁻¹
**Charge**: 0
**E_LUMO**: 0.0057 Ha
**E_tot**: -113687.431 eV
**Energy above the lowest of the compared OMol25 structures with the same formula, charge and spin**: 0.00 kcal per mole
**2S+1**: 1
**Highest occupied orbital energy**: -8.36 eV

Here are the natural (NBO) charges for atoms 1 to 5, given in e: 1.12, -0.62, -0.50, -0.74, 2.40